Record 1
C30H32MnN7Si as an isolated structure. Source: OMol25; level of theory: wB97M-V/def2-TZVPD.

Expectation value of S²: 6.07
LUMO (alpha / beta), eV: -6.775 / -6.629
HOMO (alpha / beta), eV: -13.54 / -13.69
Energy above the lowest of the compared OMol25 structures with the same formula, charge and spin, kcal/mol: 0.0
Maximum force, eV/A: 0.7

Geometry as ORCA input:
```
! RIJCOSX wB97M-V def2-TZVPD def2/J DEFGRID3
* xyz 2 5
Mn -0.3029 -0.1088 0.7921
C 1.8520 -3.7427 -0.3675
C 2.7318 -3.8843 0.6908
C 2.7566 -2.9161 1.6847
C 1.8974 -1.8383 1.5989
N 1.0229 -1.7144 0.5740
C 1.0111 -2.6439 -0.3872
C 1.8927 -0.7219 2.5776
C 2.7408 -0.6559 3.6667
C 2.7137 0.4708 4.4759
C 1.8408 1.5030 4.1701
C 1.0007 1.3572 3.0804
N 1.0241 0.2708 2.3088
H 1.8124 -4.4617 -1.1725
H 3.3990 -4.7338 0.7435
H 3.4464 -3.0078 2.5094
H 0.3262 -2.4873 -1.2074
H 3.4232 -1.4634 3.8832
H 3.3732 0.5415 5.3301
H 1.8003 2.4031 4.7657
H 0.2845 2.1209 2.8128
C 1.6268 2.8312 -1.4284
C 0.3155 3.0110 -0.7283
C -0.3606 4.2188 -0.8057
C -1.5321 4.3939 -0.0772
C -2.0202 3.3698 0.7166
C -1.3088 2.1769 0.7324
N -0.1663 2.0033 0.0194
N -1.5959 1.0539 1.4929
Si -2.8963 0.4701 2.5266
C -2.2831 -1.2580 2.9925
C -4.4987 0.4308 1.6003
C -3.0074 1.4904 4.0733
H 1.6782 3.4713 -2.3073
H 1.7962 1.8026 -1.7366
H 2.4472 3.1124 -0.7639
H 0.0350 5.0142 -1.4202
H -2.0602 5.3372 -0.1226
H -2.9209 3.4789 1.3029
H -1.4563 -1.6974 2.4191
H -3.1121 -1.9657 2.9146
H -1.9669 -1.2580 4.0363
H -4.4506 -0.2246 0.7283
H -4.7748 1.4273 1.2501
H -5.3068 0.0772 2.2443
H -2.0183 1.7492 4.4467
H -3.5173 0.9250 4.8561
H -3.5685 2.4145 3.9247
C -2.8678 -2.2647 -1.8890
C -2.3273 -1.6789 -0.7652
N -1.3695 -0.7384 -0.8504
C -0.9161 -0.3745 -2.0566
C -1.3513 -0.9688 -3.2375
C -2.3779 -1.9051 -3.1366
C -0.8200 -0.5812 -4.5545
C 0.4340 -0.3575 -4.9570
C 1.7405 -0.5508 -4.2984
C 2.8810 -0.1580 -4.9908
C 4.1070 -0.3537 -4.3780
N 4.2105 -0.9138 -3.1739
C 3.0665 -1.2756 -2.6097
N 1.8387 -1.1255 -3.0903
H -3.6584 -2.9943 -1.7874
H -2.6703 -1.9460 0.2244
H -0.2053 0.4283 -2.0650
H -2.7835 -2.3595 -4.0319
H -1.5855 -0.4763 -5.3172
H 0.5373 -0.0336 -5.9863
H 2.8151 0.2873 -5.9734
H 5.0307 -0.0579 -4.8621
H 3.1481 -1.7449 -1.6299
*
```

Record 2
C34H49BCl42N2O6P as an isolated structure in a non-equilibrium geometry. Source: OMol25; level of theory: wB97M-V/def2-TZVPD.

LUMO, eV: -4.124
HOMO, eV: -10.00
Maximum force, eV/A: 6.6

Geometry as ORCA input:
```
! RIJCOSX wB97M-V def2-TZVPD def2/J DEFGRID3
* xyz 1 1
C -1.9044 -1.2371 3.3605
C -1.7350 -2.1270 2.2314
C -1.3060 -1.5209 0.8079
O -0.1543 -1.0499 0.7238
O -2.2224 -1.5654 -0.2983
C -2.0591 -2.9378 -0.8258
C -2.5901 -3.0667 -2.3402
C -1.2926 -3.1980 -3.2956
C -1.4846 -2.0784 -4.4639
C -0.7955 -0.6792 -4.0727
C -0.8688 0.3694 -5.3089
C -0.4957 1.8461 -4.8491
C 0.9305 2.3632 -5.1803
O 1.9134 1.5722 -5.8737
C 1.3398 3.8176 -4.7417
C 2.8316 4.2610 -5.0787
C 3.8258 3.4311 -4.1105
N 4.0921 4.0915 -2.8004
C 0.2683 4.6751 -4.0279
C 0.6495 6.1729 -3.5746
C 0.9705 6.2672 -1.9706
N -1.0662 4.1554 -3.7330
B -2.1112 5.0228 -3.0151
O -2.1110 5.1899 -1.5717
C -3.2835 5.7430 -3.8732
C -4.7582 5.4492 -3.2313
C -1.4711 2.7963 -4.0937
P -3.2169 2.2623 -3.5879
O -3.7858 0.9372 -4.5343
O -3.2942 1.9659 -1.9102
H -1.1740 -1.2048 4.2548
H -2.8292 -0.5513 3.3965
H -1.9275 -3.2534 2.3316
H -0.9713 -3.2757 -0.7018
H -2.7152 -3.6438 -0.1929
H -3.2032 -2.1564 -2.6623
H -3.2519 -3.9912 -2.4043
H -1.3235 -4.2070 -3.8450
H -0.2964 -3.0721 -2.7589
H -0.8874 -2.4755 -5.3714
H -2.5878 -1.9029 -4.7256
H -1.1595 -0.2345 -3.0858
H 0.3308 -0.9060 -3.9442
H -1.8486 0.2951 -5.8998
H -0.0463 0.0215 -6.0427
H 1.7921 1.7740 -6.8342
H 3.0628 3.9042 -6.1541
H 3.0139 5.3844 -5.0782
H 4.8165 3.2006 -4.6464
H 3.3483 2.4100 -3.8692
H 3.7664 5.0672 -2.7914
H 3.7216 3.5549 -2.0061
H -0.1525 6.9407 -3.8953
H 1.6177 6.5404 -4.0840
H 0.0883 6.8597 -1.5263
H 0.9882 5.2067 -1.5274
H 1.9311 6.8499 -1.7935
H -2.0685 6.1746 -1.4574
H -3.1387 6.8798 -3.7728
H -3.3015 5.4756 -4.9819
H -5.1845 4.4807 -3.6758
H -5.4678 6.3309 -3.4630
H -4.6843 5.3735 -2.0917
H -3.7030 0.1312 -3.9506
H -2.8115 1.1417 -1.6627
C -7.1717 2.2469 -3.4438
Cl -7.4090 1.7629 -1.7588
Cl -5.5365 1.8103 -3.9921
Cl -8.3908 1.4988 -4.4853
H -7.2829 3.3288 -3.5084
C -0.0061 -0.7886 7.4504
Cl -0.9301 -1.2285 6.0009
Cl 1.4483 0.1151 7.0094
Cl -1.0085 0.1504 8.5641
H 0.2991 -1.7046 7.9543
C -0.2350 -5.1166 -7.8659
Cl -0.8404 -5.5424 -6.2587
Cl -0.3567 -3.3710 -8.1347
Cl 1.4360 -5.6607 -8.0645
H -0.8508 -5.6203 -8.6086
C 2.4098 -3.3039 0.5838
Cl 2.1309 -3.7573 2.2709
Cl 4.0520 -3.7337 0.0860
Cl 1.2166 -4.0780 -0.4699
H 2.2951 -2.2251 0.4954
C 4.2542 -2.8440 5.0045
Cl 2.6906 -2.3060 5.6371
Cl 5.3013 -1.4562 4.6761
Cl 5.0334 -3.9573 6.1372
H 4.0822 -3.3720 4.0688
C -0.7620 -0.2012 12.2961
Cl 0.5367 0.6676 13.1285
Cl -0.1054 -1.5601 11.3742
Cl -1.9770 -0.7633 13.4522
H -1.2422 0.4846 11.6007
C -5.8633 -1.5213 -5.7789
Cl -6.1112 -1.9904 -4.0903
Cl -4.2397 -1.9799 -6.3177
Cl -7.0933 -2.2544 -6.8157
H -5.9554 -0.4386 -5.8505
C 2.3352 -3.2371 -11.1538
Cl 1.5191 -4.7306 -11.6363
Cl 4.0655 -3.3323 -11.5075
Cl 1.6089 -1.8424 -11.9672
H 2.2117 -3.1105 -10.0798
C -2.0840 0.9300 17.4995
Cl -3.5171 1.9669 17.5360
Cl -2.5352 -0.7632 17.7449
Cl -1.2137 1.1255 15.9716
H -1.4235 1.2298 18.3108
C -2.7786 -3.6339 -11.2793
Cl -3.8849 -3.2838 -9.9430
Cl -1.5051 -2.4082 -11.3627
Cl -2.0796 -5.2503 -11.1012
H -3.3430 -3.6059 -12.2092
C 3.5684 -3.8485 11.6735
Cl 2.8473 -3.4930 10.0961
Cl 5.2180 -3.2142 11.7586
Cl 2.5766 -3.1789 12.9760
H 3.6101 -4.9289 11.7954
C 4.8349 -2.2470 -7.3448
Cl 5.4109 -3.9160 -7.2470
Cl 5.6524 -1.3818 -8.6532
Cl 3.0794 -2.2080 -7.5742
H 5.0684 -1.7482 -6.4063
C 2.4280 3.3058 16.1483
Cl 1.8181 2.9052 17.7599
Cl 2.3118 5.0464 15.8541
Cl 4.0981 2.7532 15.9599
H 1.8122 2.7922 15.4123
C 9.0734 -2.8028 13.3358
Cl 9.1209 -4.0919 14.5465
Cl 9.8330 -1.3330 13.9625
Cl 9.8657 -3.3237 11.8413
H 8.0317 -2.5813 13.1123
*
```

Record 3
A single C4H7NO2 molecule. Source: OMol25; level of theory: wB97M-V/def2-TZVPD.

LUMO, eV: 0.845
HOMO, eV: -8.93
Energy above the lowest of the compared OMol25 structures with the same formula, charge and spin, kcal/mol: 34.5
Maximum force, eV/A: 0.6

Geometry as ORCA input:
```
! RIJCOSX wB97M-V def2-TZVPD def2/J DEFGRID3
* xyz 0 1
O -1.1803 1.1116 1.1042
C -0.4067 -0.0763 1.0175
C -0.9150 -0.8942 -0.1633
N -0.3076 -0.1919 -1.2832
C 1.0247 0.2684 -0.9637
C 1.0043 0.3239 0.5608
O 1.9009 0.6882 1.2841
H -0.6704 1.7706 1.5941
H -0.3941 -0.6141 1.9719
H -0.6036 -1.9544 -0.0211
H -2.0099 -0.8500 -0.2501
H -0.5160 -0.4988 -2.2207
H 1.1977 1.2807 -1.3511
H 1.8758 -0.3638 -1.2794
*
```

Record 4
A single C5H13NO2 molecule in a non-equilibrium geometry. Source: OMol25; level of theory: wB97M-V/def2-TZVPD.

LUMO, eV: 0.748
HOMO, eV: -8.40
Energy above the lowest of the compared OMol25 structures with the same formula, charge and spin, kcal/mol: 72.5
Maximum force, eV/A: 3.5

Geometry as ORCA input:
```
! RIJCOSX wB97M-V def2-TZVPD def2/J DEFGRID3
* xyz 0 1
C 0.1505 0.4569 1.8457
N -0.0452 0.8486 0.4823
C 0.0962 -0.1598 -0.5283
C 1.5257 -0.1140 -1.1207
O 1.9944 -1.3274 -1.6269
C -0.9245 0.1141 -1.7012
O -1.1532 -1.1874 -2.1486
C -1.0498 0.3345 2.8096
H 0.8627 1.1515 2.3144
H 0.6786 -0.6617 1.7494
H 0.4024 1.7506 0.2125
H -0.0878 -1.1799 -0.1329
H 2.2903 -0.1429 -0.2806
H 1.8957 0.7708 -1.7528
H 1.3743 -1.6877 -2.3213
H -1.8822 0.6743 -1.4945
H -0.3986 0.7054 -2.4317
H -1.6658 -1.0703 -2.9901
H -0.7030 0.4673 3.8676
H -1.4297 -0.7231 2.6632
H -1.9311 0.9802 2.5849
*
```

Record 5
A single C4H5NO2S molecule in a non-equilibrium geometry. Source: OMol25; level of theory: wB97M-V/def2-TZVPD.

LUMO, eV: 0.630
HOMO, eV: -9.53
Energy above the lowest of the compared OMol25 structures with the same formula, charge and spin, kcal/mol: 97.5
Maximum force, eV/A: 6.6

Geometry as ORCA input:
```
! RIJCOSX wB97M-V def2-TZVPD def2/J DEFGRID3
* xyz 0 1
C -1.6766 -0.3319 -1.0320
C -0.4221 -0.2690 -0.2695
C 0.6715 -1.1493 -0.2676
C 1.6244 -0.3024 0.4585
H -1.8721 -1.4697 -1.1588
H -1.6989 0.2867 -1.9686
H -2.5644 0.0689 -0.5136
H 0.6213 -2.1983 -0.4825
H 0.5904 1.5942 2.4537
N 1.1011 0.9829 0.3533
O 2.7604 -0.3839 0.8974
O -0.3058 0.9157 0.0806
S 1.1709 2.2561 1.4489
*
```